ORCA calculation (ωB97M-V/def2-TZVPD) on a molecular structure, C42H61BCl2N8O4PbS6.

Each line ends with the Mulliken charge.
Cartesian coordinates (Å):
1 Pb 11.678 -17.123 8.646  1.4236
2 C 15.085 -20.232 5.968  -0.8885
3 C 14.636 -19.201 4.941  -0.8713
4 S 14.194 -17.632 5.747  0.2750
5 C 15.792 -16.736 5.762  -0.7184
6 C 16.410 -16.851 7.125  -1.0247
7 S 15.229 -17.527 8.409  -0.0342
8 C 16.330 -18.733 9.241  -0.6492
9 C 15.961 -20.122 8.710  -0.8360
10 S 14.483 -19.767 7.633  0.1906
11 H 16.165 -20.483 5.910  0.3576
12 H 14.566 -21.194 5.849  0.5231
13 H 13.704 -19.487 4.459  0.1693
14 H 15.363 -18.937 4.177  0.4529
15 H 15.542 -15.679 5.563  0.2021
16 H 16.420 -17.155 4.975  0.3921
17 H 16.718 -15.901 7.521  0.5671
18 H 17.354 -17.383 7.096  0.3994
19 H 16.167 -18.645 10.326  0.2054
20 H 17.359 -18.441 9.018  0.4902
21 H 15.556 -20.823 9.458  0.3803
22 H 16.768 -20.565 8.181  0.3120
23 C 12.454 -14.000 4.599  -2.4850
24 C 10.958 -13.569 4.683  1.5770
25 C 10.890 -12.135 4.070  -1.9239
26 C 10.001 -14.542 3.969  -1.5538
27 N 10.453 -13.388 6.127  0.6177
28 C 9.181 -12.814 6.427  -0.2654
29 C 9.042 -12.827 7.742  -1.4543
30 N 10.190 -13.403 8.306  0.1460
31 B 10.283 -13.420 9.887  0.5043
32 N 11.654 -13.703 10.577  0.6512
33 C 12.429 -12.581 10.734  -1.0572
34 C 13.387 -12.810 11.641  -0.7797
35 N 13.252 -14.159 12.071  0.4512
36 C 12.169 -14.739 11.447  -0.1532
37 S 11.615 -16.299 11.583  -0.4367
38 C 14.205 -14.760 13.100  1.2822
39 C 14.789 -16.077 12.529  -1.1728
40 C 15.329 -13.786 13.337  -2.2598
41 C 13.362 -14.982 14.415  -1.5163
42 N 9.135 -14.336 10.470  0.6902
43 C 8.439 -13.948 11.616  -1.1512
44 C 7.345 -14.703 11.805  -0.4959
45 N 7.378 -15.677 10.784  0.7543
46 C 8.400 -15.402 9.935  -1.1973
47 S 8.763 -16.267 8.511  0.5594
48 C 6.280 -16.743 10.650  1.1930
49 C 6.943 -18.139 10.788  -1.1448
50 C 5.309 -16.576 11.833  -2.3804
51 C 5.486 -16.454 9.336  -1.3194
52 C 11.093 -13.645 7.306  0.0750
53 S 12.710 -14.181 7.602  -0.1877
54 H 12.699 -14.045 3.554  0.6287
55 H 12.615 -14.995 5.044  0.5601
56 H 13.162 -13.350 5.101  0.4374
57 H 11.255 -12.166 3.057  0.4612
58 H 11.455 -11.459 4.656  0.4334
59 H 9.867 -11.774 4.081  0.4336
60 H 10.365 -14.805 2.989  0.5199
61 H 9.003 -14.105 3.909  0.3795
62 H 9.873 -15.468 4.536  0.2187
63 H 8.551 -12.387 5.640  0.4764
64 H 8.211 -12.493 8.360  0.5850
65 H 9.975 -12.309 10.221  -0.2762
66 H 12.160 -11.693 10.183  0.6588
67 H 14.208 -12.232 12.046  0.5177
68 H 15.491 -15.803 11.742  0.4053
69 H 14.028 -16.767 12.151  -0.1041
70 H 15.419 -16.581 13.286  0.4981
71 H 15.808 -13.561 12.389  0.5462
72 H 16.089 -14.274 13.974  0.3999
73 H 14.990 -12.866 13.826  0.4628
74 H 12.414 -15.453 14.160  0.3220
75 H 13.194 -14.004 14.835  0.4091
76 H 13.919 -15.553 15.164  0.3997
77 H 8.799 -13.102 12.213  0.5634
78 H 6.552 -14.698 12.565  0.4833
79 H 7.162 -18.289 11.846  0.3892
80 H 7.870 -18.225 10.229  0.0443
81 H 6.285 -18.952 10.482  0.3728
82 H 5.836 -16.734 12.795  0.5017
83 H 4.558 -17.356 11.755  0.4423
84 H 4.824 -15.622 11.817  0.5407
85 H 6.142 -16.401 8.472  0.1284
86 H 4.993 -15.477 9.472  0.3563
87 H 4.695 -17.192 9.249  0.4688
88 O 13.120 -19.499 11.501  -0.5586
89 H 13.206 -18.964 12.310  0.2724
90 H 12.196 -19.764 11.489  0.2856
91 O 10.800 -17.937 6.255  1.0680
92 H 10.409 -18.834 6.317  -0.3758
93 H 10.517 -17.645 5.363  -0.1967
94 N 10.373 -19.391 10.132  -0.5405
95 C 10.883 -19.191 9.004  -0.6377
96 H 9.826 -20.288 10.211  0.2532
97 Cl 5.980 -19.684 7.102  -0.2065
98 C 6.746 -19.103 5.655  0.6279
99 C 6.251 -17.907 5.111  -0.6573
100 C 6.893 -17.331 4.038  -0.6098
101 C 8.039 -17.938 3.540  -0.3448
102 C 8.510 -19.135 4.043  0.4867
103 Cl 10.002 -19.824 3.408  -0.1190
104 C 7.875 -19.761 5.147  -1.1114
105 N 8.480 -20.814 5.860  0.4939
106 C 8.866 -22.040 5.250  0.1763
107 C 8.185 -22.587 4.152  -0.4066
108 C 8.490 -23.842 3.679  -0.6546
109 C 9.584 -24.564 4.198  -0.8323
110 C 10.290 -23.990 5.235  -0.7841
111 C 9.954 -22.759 5.807  0.9673
112 C 10.868 -22.291 6.931  -0.5295
113 C 10.327 -21.367 7.967  0.0007
114 O 9.346 -21.601 8.668  -0.6975
115 O 11.098 -20.227 8.078  0.3413
116 H 5.356 -17.465 5.514  0.4446
117 H 6.570 -16.380 3.619  0.4118
118 H 8.563 -17.470 2.711  0.4403
119 H 8.034 -20.988 6.781  0.3392
120 H 7.453 -21.978 3.621  0.3843
121 H 7.884 -24.293 2.925  0.4224
122 H 9.884 -25.533 3.777  0.3744
123 H 11.140 -24.520 5.669  0.3656
124 H 11.779 -21.862 6.511  0.0879
125 H 11.196 -23.226 7.462  0.4696

Properties
charge = 0
spin multiplicity = 1
LUMO energy = 0.4 eV